Entry 1:
DFT (ωB97M-V with the def2-TZVPD basis set) results for a single C21H26N2O6 molecule in a non-equilibrium geometry.

Properties
relative energy (zero: lowest compared OMol25 entry of this formula, charge and spin)	100.29	kcal/mol
HOMO level	-0.3074	Ha
SMILES	COc1ccc(C(=O)NC[C@H](O)COc2ccc(C(C)(C)C)cc2)cc1[N+](=O)[O-]
spin multiplicity	1
maximum force	1.1	eV/Å
gap between HOMO and LUMO	7.966	eV

Geometry (Å):
C  2.10  -4.33  4.93
H  2.50  -5.17  4.35
O  1.97  -3.17  4.13
C  1.15  -3.18  3.08
C  0.38  -4.28  2.68
C  -0.47  -4.20  1.60
C  -0.62  -3.01  0.89
C  0.14  -1.91  1.25
C  1.02  -1.99  2.33
N  1.80  -0.83  2.64
O  1.36  0.24  2.24
O  2.83  -0.95  3.25
H  0.11  -0.99  0.69
C  -1.53  -3.00  -0.30
O  -1.69  -3.98  -1.00
N  -2.20  -1.83  -0.50
H  -1.98  -1.03  0.07
C  -2.98  -1.62  -1.69
H  -4.00  -1.32  -1.42
H  -3.02  -2.59  -2.20
C  -2.36  -0.57  -2.63
C  -0.82  -0.70  -2.66
O  -0.21  -0.04  -1.58
C  -0.08  1.34  -1.63
C  -0.50  2.15  -2.67
C  -0.31  3.52  -2.61
C  0.29  4.13  -1.52
C  0.70  3.30  -0.48
C  0.52  1.93  -0.52
H  0.85  1.32  0.30
H  1.17  3.71  0.40
C  0.52  5.63  -1.42
C  -0.23  6.16  -0.19
H  -0.09  7.24  -0.11
H  -1.30  5.96  -0.28
H  0.13  5.70  0.72
C  2.02  5.90  -1.27
H  2.42  5.43  -0.37
H  2.56  5.50  -2.13
H  2.21  6.97  -1.21
C  0.02  6.38  -2.65
H  0.54  6.05  -3.55
H  0.21  7.45  -2.53
H  -1.05  6.24  -2.79
H  -0.65  4.10  -3.45
H  -0.98  1.74  -3.55
H  -0.52  -1.75  -2.57
H  -0.44  -0.32  -3.62
O  -2.91  -0.66  -3.91
H  -2.76  -1.54  -4.26
H  -2.61  0.44  -2.27
H  -1.04  -5.06  1.29
H  0.45  -5.21  3.22
H  2.81  -4.06  5.71
H  1.15  -4.61  5.38

Entry 2:
DFT (ωB97M-V with the def2-TZVPD basis set) results for a single C4H8O3 molecule in a non-equilibrium geometry.

Properties
relative energy (zero: lowest compared OMol25 entry of this formula, charge and spin)	81.44	kcal/mol
HOMO level	-0.3645	Ha
SMILES	COCC(=O)OC
spin multiplicity	1
maximum force	1.9	eV/Å
gap between HOMO and LUMO	10.791	eV

Geometry (Å):
C  -2.32  0.65  -0.53
O  -1.63  -0.38  0.27
C  -0.54  -0.83  1.22
C  0.66  -0.78  0.29
O  0.59  -1.23  -0.82
O  1.70  -0.03  0.73
C  2.47  0.46  -0.39
H  -2.96  0.07  -1.22
H  -1.75  1.32  -1.20
H  -3.02  1.30  0.03
H  -0.22  -0.46  2.24
H  -0.89  -1.86  1.40
H  2.74  -0.36  -1.05
H  1.83  1.15  -0.96
H  3.35  0.98  -0.01

Entry 3:
DFT (ωB97M-V with the def2-TZVPD basis set) results for a molecular structure, C50H101BFN11O4Si3 in a non-equilibrium geometry.

Properties
HOMO level	-0.3034	Ha
spin multiplicity	1
maximum force	3.1	eV/Å
gap between HOMO and LUMO	8.876	eV

Geometry (Å):
C  -1.13  -0.07  -0.88
C  -1.30  1.49  -0.65
C  -0.04  2.33  -1.22
C  -0.30  2.67  -2.75
C  0.93  2.44  -3.72
C  1.63  0.99  -3.55
Si  3.37  1.34  -2.86
F  3.18  2.65  -1.75
O  4.06  0.06  -1.94
Si  3.67  -1.51  -2.55
C  1.88  -2.09  -2.06
N  1.81  -3.51  -1.61
C  4.86  -2.73  -1.62
C  5.14  -2.28  -0.11
O  6.56  -2.38  0.12
Si  7.29  -0.88  0.58
C  6.88  0.59  -0.55
C  9.20  -1.16  0.43
C  6.87  -0.51  2.43
N  4.01  -1.72  -4.29
C  3.39  -2.94  -4.87
C  4.17  -4.30  -4.56
B  4.55  2.04  -4.27
O  4.97  1.31  -5.43
O  5.03  3.40  -4.18
H  -0.96  -0.33  -1.98
H  -0.30  -0.46  -0.21
H  -2.07  -0.60  -0.53
H  -2.26  1.82  -1.13
H  -1.31  1.65  0.47
H  0.86  1.69  -1.02
H  0.07  3.25  -0.57
H  -1.16  2.04  -3.12
H  -0.58  3.78  -2.84
H  1.70  3.29  -3.69
H  0.51  2.46  -4.78
H  1.69  0.49  -4.57
H  0.96  0.40  -2.87
H  1.44  -1.39  -1.28
H  1.24  -1.94  -2.99
H  2.11  -3.59  -0.64
H  2.34  -4.13  -2.23
H  5.82  -2.75  -2.22
H  4.47  -3.79  -1.64
H  4.71  -1.26  0.15
H  4.61  -3.04  0.55
H  5.84  1.01  -0.33
H  7.60  1.45  -0.40
H  6.86  0.31  -1.65
H  9.54  -0.94  -0.63
H  9.76  -0.56  1.21
H  9.35  -2.27  0.59
H  7.44  0.38  2.83
H  5.76  -0.36  2.56
H  7.22  -1.42  3.00
H  5.02  -1.90  -4.33
H  3.43  -2.81  -6.00
H  2.30  -3.08  -4.61
H  5.15  -4.15  -4.02
H  4.40  -4.85  -5.51
H  3.57  -5.02  -3.91
H  4.40  1.65  -6.15
H  4.26  3.99  -4.09
C  -3.88  0.51  -6.78
C  -4.11  1.49  -5.64
C  -3.54  2.88  -5.93
C  -2.06  2.79  -6.15
N  -0.91  2.71  -6.30
H  -2.82  0.34  -6.96
H  -4.33  -0.45  -6.54
H  -4.34  0.88  -7.70
H  -3.66  1.10  -4.73
H  -5.18  1.58  -5.45
H  -3.73  3.55  -5.10
H  -4.00  3.31  -6.83
C  -7.17  0.97  -11.70
C  -5.81  1.47  -12.21
C  -4.78  1.60  -11.09
C  -5.24  2.58  -10.07
N  -5.61  3.36  -9.29
H  -7.61  1.68  -10.99
H  -7.87  0.87  -12.54
H  -7.07  0.00  -11.21
H  -5.95  2.43  -12.70
H  -5.44  0.77  -12.96
H  -3.82  1.94  -11.50
H  -4.61  0.63  -10.60
C  -4.75  4.35  -0.15
C  -4.17  4.93  -1.43
C  -4.82  4.35  -2.69
C  -4.59  2.87  -2.74
N  -4.41  1.72  -2.78
H  -4.56  3.27  -0.07
H  -4.28  4.81  0.72
H  -5.82  4.52  -0.08
H  -3.09  4.75  -1.45
H  -4.32  6.01  -1.43
H  -4.39  4.80  -3.58
H  -5.90  4.54  -2.70
C  -9.91  4.57  -1.74
C  -10.13  5.54  -0.59
C  -9.56  6.94  -0.86
C  -8.08  6.85  -1.09
N  -6.94  6.79  -1.26
H  -8.85  4.40  -1.93
H  -10.35  3.60  -1.52
H  -10.37  4.95  -2.66
H  -9.67  5.13  0.31
H  -11.20  5.63  -0.39
H  -9.75  7.60  -0.02
H  -10.03  7.38  -1.75
C  3.49  -1.67  5.46
C  3.04  -0.59  4.48
C  1.65  -0.86  3.91
C  1.64  -2.15  3.16
N  1.63  -3.16  2.58
H  3.57  -2.64  4.98
H  4.47  -1.42  5.87
H  2.79  -1.75  6.30
H  3.77  -0.52  3.67
H  3.03  0.38  5.00
H  1.36  -0.05  3.22
H  0.91  -0.90  4.71
C  -1.42  -5.75  5.51
C  0.06  -5.89  5.17
C  0.97  -5.17  6.17
C  0.65  -3.71  6.17
N  0.40  -2.57  6.17
H  -1.75  -4.71  5.47
H  -2.03  -6.31  4.79
H  -1.64  -6.14  6.51
H  0.23  -5.51  4.16
H  0.32  -6.95  5.16
H  2.01  -5.31  5.89
H  0.83  -5.56  7.17
C  4.55  -8.64  5.22
C  4.87  -7.74  6.40
C  4.34  -8.29  7.73
C  2.85  -8.43  7.67
N  1.69  -8.55  7.61
H  3.48  -8.74  5.06
H  4.97  -8.22  4.30
H  4.98  -9.64  5.36
H  4.44  -6.75  6.22
H  5.95  -7.61  6.48
H  4.60  -7.62  8.55
H  4.78  -9.27  7.94
C  3.11  -3.89  11.67
C  1.94  -4.38  10.82
C  2.38  -5.23  9.62
C  3.26  -4.41  8.73
N  3.95  -3.77  8.05
H  3.77  -3.24  11.10
H  2.74  -3.32  12.52
H  3.70  -4.73  12.05
H  1.36  -3.52  10.47
H  1.27  -4.98  11.45
H  1.51  -5.57  9.06
H  2.93  -6.11  9.96
C  -3.46  9.14  4.06
C  -3.06  8.07  3.05
C  -4.21  7.68  2.11
C  -5.35  7.13  2.90
N  -6.24  6.70  3.51
H  -4.26  8.79  4.72
H  -2.61  9.40  4.69
H  -3.81  10.05  3.56
H  -2.71  7.19  3.59
H  -2.22  8.44  2.45
H  -3.87  6.93  1.40
H  -4.55  8.55  1.54

Entry 4:
DFT (ωB97M-V with the def2-TZVPD basis set) results for a molecular structure, C33H41ClIN6ORuSSe in a non-equilibrium geometry.

Properties
relative energy (zero: lowest compared OMol25 entry of this formula, charge and spin)	12.09	kcal/mol
expectation value of S²	0.758
HOMO level (alpha / beta)	-0.4474 / -0.4452	Ha
spin multiplicity	2
charge	+2
maximum force	3.4	eV/Å
gap between HOMO and LUMO (alpha / beta)	6.644 / 6.336	eV

Geometry (Å):
Ru  -0.05  -1.28  -0.30
Cl  5.52  -1.78  3.73
C  3.90  -1.82  3.13
C  2.85  -1.97  3.99
C  1.52  -1.99  3.52
I  -0.07  -2.19  4.84
C  1.23  -1.88  2.18
O  0.02  -1.89  1.67
C  2.32  -1.77  1.30
N  1.98  -1.73  -0.02
C  2.93  -1.57  -0.92
C  4.29  -1.45  -0.57
C  4.65  -1.52  0.75
C  3.66  -1.70  1.74
H  3.05  -2.06  5.05
H  2.62  -1.56  -1.96
H  5.03  -1.32  -1.35
H  5.68  -1.43  1.04
S  -0.57  -1.35  -2.63
C  -2.17  -1.38  -1.97
C  -3.37  -1.28  -2.68
C  -4.55  -1.29  -1.97
C  -4.53  -1.39  -0.57
C  -3.31  -1.49  0.06
N  -2.16  -1.50  -0.63
H  -3.34  -1.19  -3.76
H  -5.50  -1.21  -2.49
H  -5.44  -1.39  0.01
H  -3.23  -1.57  1.14
C  -1.61  2.52  3.60
C  -1.62  3.70  2.63
C  -2.85  3.70  1.71
C  -2.78  2.68  0.57
N  -1.68  2.97  -0.36
C  -0.54  2.29  -0.51
Se  0.04  0.90  0.64
N  0.20  2.85  -1.47
C  1.50  2.41  -1.98
C  2.64  3.34  -1.57
C  2.89  3.39  -0.06
C  3.59  2.14  0.47
C  -0.50  3.96  -1.97
C  -0.18  4.87  -2.97
C  -1.10  5.87  -3.21
C  -2.31  5.94  -2.49
C  -2.63  5.02  -1.51
C  -1.69  4.03  -1.26
H  -0.75  2.59  4.27
H  -1.55  1.56  3.09
H  -2.51  2.53  4.22
H  -0.71  3.70  2.02
H  -1.62  4.63  3.19
H  -3.00  4.69  1.29
H  -3.74  3.46  2.30
H  -3.70  2.69  -0.01
H  -2.63  1.67  0.96
H  1.41  2.36  -3.07
H  1.67  1.40  -1.61
H  2.42  4.34  -1.94
H  3.54  2.99  -2.08
H  1.94  3.54  0.47
H  3.51  4.26  0.15
H  2.99  1.24  0.33
H  3.80  2.24  1.53
H  4.55  1.99  -0.05
H  0.74  4.81  -3.53
H  -0.90  6.60  -3.97
H  -3.01  6.73  -2.72
H  -3.56  5.08  -0.97
N  -0.03  -6.70  -0.42
C  -0.60  -6.01  0.80
C  -0.04  -4.60  0.88
N  -0.30  -3.83  -0.33
C  0.22  -4.51  -1.52
C  -0.34  -5.92  -1.67
H  -0.38  -7.65  -0.49
H  0.99  -6.76  -0.31
H  -0.36  -6.59  1.68
H  -1.68  -5.99  0.67
H  1.05  -4.63  1.04
H  -0.47  -4.08  1.74
H  -1.30  -3.66  -0.43
H  1.31  -4.55  -1.43
H  -0.02  -3.93  -2.41
H  0.09  -6.43  -2.52
H  -1.42  -5.90  -1.78